[1]
8
Properties=species:S:1:pos:R:3:nbo_charge:R:1 method="wB97M-V/def2-TZVPD" gap_ev=11.45 smiles="CC(=O)O" total_charge=0 relative_energy_ev=0.3797 energy_ev=-6233.928 max_force_ha_per_bohr=0.0337
O 0.65642 0.13817 -1.23792 -0.571
C 0.12232 0.03969 -0.17587 0.803
O -0.39251 1.06641 0.54571 -0.712
C -0.26318 -1.17864 0.67158 -0.736
H -0.16188 1.95555 0.23298 0.494
H 0.57888 -1.92696 0.60098 0.237
H -1.27347 -1.48138 0.43396 0.246
H -0.42018 -0.86791 1.71291 0.239



[2]
75
Properties=species:S:1:pos:R:3:lowdin_charge:R:1 method="wB97M-V/def2-TZVPD" gap_ev=5.21 total_charge=+2 relative_energy_ev=0.3479 energy_ev=-70122.489 max_force_ha_per_bohr=0.0488
Au 0.69606 1.47923 0.59833 0.774
C -2.18404 5.13333 -1.12597 -0.006
N -1.05704 4.57773 -1.82777 -0.109
C -0.89894 4.51133 -3.17917 0.011
C 0.33496 3.97663 -3.41187 -0.006
N 0.93236 3.72183 -2.21807 0.013
B 2.43886 3.43693 -1.96397 -0.443
N 2.81396 1.96173 -2.29587 0.016
C 3.10866 1.43583 -3.51647 -0.010
C 3.72766 0.23473 -3.33557 -0.001
N 3.80086 0.02023 -1.99257 -0.108
C 4.39606 -1.10037 -1.32057 -0.010
C 3.23346 1.08133 -1.37957 -0.668
S 3.11356 1.19953 0.33023 0.782
C 0.06346 4.07523 -1.26257 -0.666
S 0.25466 3.90183 0.43063 0.791
H -2.69644 5.85053 -1.76427 0.113
H -1.84074 5.63943 -0.22517 0.088
H -2.88884 4.34983 -0.84337 0.096
H -1.64554 4.86333 -3.86107 0.142
H 0.83046 3.79223 -4.34247 0.135
H 2.66576 3.61343 -0.81377 0.033
H 3.07176 4.14693 -2.66737 0.095
H 2.87356 1.94283 -4.42737 0.133
H 4.13706 -0.44707 -4.05357 0.141
H 4.84686 -1.76327 -2.05537 0.111
H 3.63816 -1.63787 -0.74437 0.077
H 5.16606 -0.74547 -0.63547 0.104
C -4.43014 0.16823 0.73273 -0.027
C -3.68514 0.62913 1.98593 -0.622
C -4.03174 -0.26547 3.17123 -0.025
C -4.05234 2.08173 2.33003 -0.037
N -2.23464 0.47843 1.75483 -0.072
N -1.65884 1.39643 0.84183 -0.040
H -5.49894 0.25513 0.89503 0.099
H -4.20034 -0.87017 0.51163 0.081
H -4.17834 0.77263 -0.13637 0.072
H -5.10614 -0.26577 3.32673 0.100
H -3.55604 0.10133 4.07813 0.094
H -3.71324 -1.28907 2.99503 0.077
H -5.04414 2.10553 2.77133 0.097
H -4.06864 2.71893 1.44723 0.069
H -3.35514 2.49713 3.05693 0.092
H -1.71524 0.51003 2.62813 0.125
H -1.87614 2.37423 1.08563 0.041
H -2.05754 1.19593 -0.07587 0.104
C 2.91976 -1.99577 2.32513 -0.112
N 2.24626 -2.73667 1.27493 -0.312
C 2.68096 -4.11617 1.16863 -0.079
P 0.75586 -2.24797 0.71033 0.577
O 0.57966 -0.78017 0.87433 -0.406
N 0.59516 -2.69947 -0.88007 -0.305
C 0.45846 -4.07247 -1.31787 -0.104
C 0.63016 -1.71457 -1.93477 -0.097
N -0.46824 -3.11677 1.49863 -0.287
C -0.39404 -3.16937 2.94303 -0.089
C -1.79494 -2.83457 1.00283 -0.109
H 3.98046 -1.89737 2.08523 0.089
H 2.84016 -2.50467 3.28883 0.091
H 2.48526 -1.00417 2.40543 0.051
H 3.77186 -4.14217 1.17123 0.098
H 2.32786 -4.55687 0.24353 0.059
H 2.32406 -4.72457 2.00453 0.096
H 0.20646 -4.70357 -0.46907 0.084
H 1.37696 -4.43617 -1.78927 0.091
H -0.33934 -4.15147 -2.06057 0.096
H 0.69326 -0.72417 -1.49047 0.046
H -0.28024 -1.77687 -2.53447 0.095
H 1.48006 -1.86547 -2.60277 0.084
H 0.61576 -3.41567 3.26233 0.071
H -1.07094 -3.94547 3.30303 0.100
H -0.68534 -2.21877 3.40233 0.087
H -1.79144 -2.88877 -0.08297 0.080
H -2.12244 -1.83027 1.30723 0.048
H -2.49124 -3.57607 1.39503 0.101



[3]
11
Properties=species:S:1:pos:R:3:nbo_charge:R:1 method="wB97M-V/def2-TZVPD" gap_ev=10.15 total_charge=0 relative_energy_ev=6.4210 energy_ev=-5718.821 max_force_ha_per_bohr=0.0716
N 0.57448 1.77665 -0.54287 -0.488
O 0.54924 0.37448 -0.60386 -0.506
H 0.71269 -0.74934 -1.51019 0.191
H -0.10869 2.15572 0.11890 0.341
H 1.52018 1.97061 -0.18565 0.335
C 0.07872 -0.66863 0.38759 0.074
C -1.22431 -0.69977 0.70650 -0.458
H -1.98069 -0.30839 0.03802 0.211
H 0.84444 -0.98444 1.08783 0.196
H 0.58303 -1.52555 -1.01309 -0.108
H -1.54909 -1.34135 1.51683 0.211



[4]
19
Properties=species:S:1:pos:R:3:nbo_charge:R:1 method="wB97M-V/def2-TZVPD" gap_ev=6.77 total_charge=-1 relative_energy_ev=1.8944 energy_ev=-13443.869 max_force_ha_per_bohr=0.0598
C -0.70680 0.42992 3.37598 -0.743
C -1.35736 1.10616 2.12356 0.746
O -1.08682 2.22079 1.63143 -0.777
O -2.21546 0.31438 1.60676 -0.827
H -0.67439 1.24965 4.10531 0.196
H 0.29172 0.10877 3.06854 0.194
H -1.31972 -0.42215 3.65294 0.214
C 1.41619 -0.54178 0.06840 -0.663
C 0.82645 -0.42285 -1.28778 0.134
C 0.40041 0.53291 -3.16313 0.153
C 0.04552 -1.30401 -2.01386 -0.143
N 1.09464 0.69199 -2.06211 -0.457
N -0.24513 -0.68002 -3.18375 -0.538
H 0.17833 1.34035 -3.84878 0.186
H 0.80209 0.14649 0.71850 0.270
H 2.39688 -0.06854 0.10031 0.222
H -1.10007 -0.83045 -3.69084 0.406
H -0.02094 -2.31783 -1.65015 0.215
H 1.27448 -1.55378 0.44866 0.211